Formula: C30H45IrNO3P2S
Source: the OMol25 dataset
Level of theory: ωB97M-V/def2-TZVPD

<S²>	6.0644
multiplicity	5
charge	+1
energy relative to the best compared isomer or geometry (same formula, charge and spin)	107.0	kcal per mole

Positions of all 83 atoms, in Å:
Ir  0.00  -0.28  -0.08
C  -0.92  -1.91  2.02
C  0.38  -1.88  1.23
C  0.69  -1.05  3.43
C  -0.70  -1.43  3.29
C  1.37  -1.33  2.26
C  -2.13  -2.64  1.62
H  -2.05  -3.08  0.63
H  -3.01  -1.97  1.63
H  -2.33  -3.47  2.33
C  -1.72  -1.32  4.36
H  -2.69  -1.06  3.93
H  -1.43  -0.56  5.09
H  -1.82  -2.27  4.92
C  1.30  -0.54  4.68
H  1.70  -1.34  5.32
H  0.55  0.00  5.28
H  2.11  0.16  4.44
C  2.83  -1.42  2.14
H  3.22  -2.13  2.90
H  3.30  -0.45  2.33
H  3.14  -1.80  1.17
C  0.81  -3.22  0.72
H  1.00  -3.86  1.59
H  1.73  -3.15  0.14
H  0.04  -3.71  0.13
C  -1.35  0.84  -3.88
C  -1.59  -0.51  -3.99
C  -1.01  -1.35  -5.10
C  0.48  -1.15  -5.45
C  1.32  -0.75  -4.30
C  1.55  0.54  -3.96
C  0.92  1.72  -4.67
C  -0.60  1.62  -4.88
H  -1.61  -1.17  -6.01
H  0.57  -0.39  -6.25
H  -1.19  -2.41  -4.86
H  -0.83  1.19  -5.87
H  -1.94  1.50  -3.25
H  -2.53  -0.99  -3.66
H  -1.01  2.64  -4.85
H  1.14  2.63  -4.09
H  2.43  0.85  -3.40
H  1.38  1.88  -5.66
H  0.84  -2.12  -5.84
H  1.80  -1.58  -3.79
P  -1.52  -0.35  -1.77
C  -3.00  0.47  -1.23
C  -1.27  -2.13  -1.84
P  1.97  0.30  -0.87
C  0.17  0.83  -1.63
C  2.85  -1.11  -1.56
C  3.08  1.69  -0.68
H  -3.02  0.64  -0.14
H  -3.84  -0.18  -1.52
H  -3.11  1.44  -1.73
H  -0.64  -2.41  -2.69
H  -2.28  -2.55  -1.93
H  -0.80  -2.49  -0.92
H  3.87  1.64  -1.45
H  3.48  1.55  0.33
H  2.55  2.65  -0.72
H  -0.06  1.89  -1.62
H  0.56  0.47  -2.60
H  3.59  -1.33  -0.77
H  3.32  -0.88  -2.52
H  2.15  -1.96  -1.66
O  -2.60  0.68  1.86
C  -1.56  1.31  2.08
N  -0.38  1.17  1.37
S  0.83  2.24  1.90
O  1.99  1.53  2.40
O  1.03  3.28  0.92
C  -0.14  2.84  3.23
C  0.25  3.76  4.19
C  -0.69  4.13  5.16
C  -1.98  3.58  5.15
C  -2.33  2.64  4.18
C  -1.41  2.29  3.18
H  1.26  4.16  4.16
H  -0.42  4.88  5.91
H  -2.70  3.88  5.93
H  -3.31  2.16  4.17

Results of the Löwdin charge analysis, in e, for atoms 1 through 2: number 1, Ir, carries 0.99; number 2, C, carries -0.20

Formula: C13H29FN8O6
Source: the OMol25 dataset
Level of theory: ωB97M-V/def2-TZVPD

charge	0

Positions of all 57 atoms, in Å:
C  -0.67  0.38  -0.83
C  -0.34  -0.65  0.22
C  -1.23  -1.86  0.27
N  0.69  -0.48  0.96
C  0.41  -0.46  2.34
O  -0.55  0.49  2.86
C  -0.45  0.27  4.20
O  -1.23  0.47  5.00
O  0.81  -0.24  4.50
C  1.57  -0.15  3.27
F  2.47  -1.14  3.15
C  2.16  1.25  3.34
C  2.70  1.82  2.01
C  2.38  3.35  1.98
C  0.98  3.62  1.38
N  0.15  4.31  2.38
H  -1.64  0.18  -1.26
H  -0.54  1.39  -0.45
H  0.05  0.24  -1.63
H  -2.26  -1.65  0.55
H  -0.76  -2.59  0.95
H  -1.18  -2.32  -0.72
H  -0.04  -1.43  2.66
H  1.48  1.98  3.78
H  3.01  1.18  4.02
H  2.23  1.40  1.13
H  3.78  1.71  1.92
H  2.42  3.76  2.99
H  3.12  3.85  1.35
H  1.05  4.20  0.45
H  0.53  2.65  1.13
H  0.73  4.99  2.86
H  -0.61  4.81  1.94
N  1.36  -4.22  3.21
C  0.34  -5.00  2.74
N  0.34  -6.29  3.19
O  -0.50  -4.57  1.97
H  2.07  -4.55  3.84
H  1.39  -3.26  2.90
H  -0.39  -6.89  2.86
H  1.03  -6.66  3.82
N  -1.80  -1.50  -5.33
C  -0.86  -1.59  -4.35
N  0.03  -2.62  -4.48
O  -0.81  -0.80  -3.42
H  -1.85  -2.14  -6.11
H  -2.46  -0.75  -5.27
H  0.73  -2.71  -3.77
H  0.01  -3.28  -5.23
N  -1.52  2.19  -5.24
C  -2.64  2.33  -6.00
N  -3.32  3.49  -5.81
O  -3.01  1.48  -6.79
H  -1.20  2.87  -4.58
H  -0.99  1.34  -5.35
H  -4.16  3.63  -6.35
H  -3.04  4.21  -5.16

Results of the Löwdin charge analysis, in e, for atoms 1 through 2: number 1, C, carries -0.02; number 2, C, carries -0.33

no.,calculated total energy (Eh)
1,-2635.25371
2,-1502.17313